Computed, not measured: 15 unconnected molecules or ions with the total composition C20H52N15O30, with the ωB97M-V functional and the def2-TZVPD basis.

Properties
- total charge = -1
- E_HOMO (hartree) = -0.107
- electronic energy (Eh) = -3870.40962
- largest force on an atom (eV Å⁻¹) = 2.767

```
117
Properties=species:S:1:pos:R:3:mulliken_charge:R:1
C -5.230 -2.607 -3.737 -1.100
C -4.172 -1.450 -3.808 0.144
C -4.288 -0.554 -2.512 -0.462
C -3.723 -1.424 -1.336 -0.010
O -3.240 -0.670 -0.227 -0.326
C -2.916 -1.522 0.903 -1.128
N -1.660 -2.343 0.568 -0.159
C -1.952 -3.504 0.409 0.664
O -2.496 -4.450 -0.017 -0.552
H -5.653 -2.747 -2.723 0.389
H -6.080 -2.445 -4.443 0.310
H -4.707 -3.539 -4.050 0.153
H -3.132 -1.893 -3.789 -0.171
H -4.261 -0.844 -4.740 0.458
H -3.706 0.388 -2.597 0.041
H -5.358 -0.343 -2.274 0.283
H -4.474 -2.195 -1.025 0.283
H -2.842 -1.992 -1.743 -0.112
H -3.816 -2.197 1.029 0.048
C -1.710 -5.178 3.697 -0.177
N -2.467 -4.326 4.653 0.972
O -2.223 -3.136 4.664 -0.523
O -3.281 -4.887 5.362 -0.601
H -1.026 -4.550 3.134 -0.159
H -1.170 -5.912 4.275 0.204
H -2.432 -5.649 3.034 0.324
C 0.666 -2.421 -2.162 -0.849
N 0.265 -3.080 -3.438 0.976
O 1.129 -3.639 -4.092 -0.586
O -0.909 -3.011 -3.740 -0.544
H 1.730 -2.557 -2.017 0.397
H 0.419 -1.366 -2.252 0.371
H 0.103 -2.890 -1.358 0.128
C -2.207 2.135 0.214 -0.380
N -2.331 3.189 -0.828 0.986
O -2.134 4.345 -0.485 -0.603
O -2.621 2.833 -1.952 -0.583
H -1.949 2.606 1.149 0.201
H -3.165 1.628 0.291 0.210
H -1.426 1.448 -0.101 0.195
C -1.524 -0.142 3.625 -0.295
N -0.454 0.835 3.298 0.891
O 0.663 0.634 3.741 -0.598
O -0.770 1.783 2.598 -0.484
H -1.102 -0.924 4.248 0.311
H -2.306 0.397 4.155 0.278
H -1.907 -0.560 2.673 0.195
C 3.436 1.698 1.869 -0.102
N 3.520 1.465 0.401 1.010
O 2.549 0.989 -0.152 -0.555
O 4.565 1.769 -0.146 -0.602
H 2.457 1.383 2.218 -0.003
H 4.220 1.111 2.340 0.276
H 3.582 2.759 2.040 0.008
C -0.322 5.321 3.011 -0.360
N 0.946 4.926 3.679 0.879
O 1.028 5.095 4.882 -0.589
O 1.812 4.461 2.970 -0.418
H -1.002 5.717 3.759 0.283
H -0.080 6.078 2.268 0.196
H -0.737 4.430 2.545 0.038
C 5.980 5.441 3.400 -0.790
N 6.081 3.959 3.415 1.003
O 7.143 3.463 3.087 -0.574
O 5.090 3.348 3.754 -0.535
H 6.932 5.850 3.078 0.309
H 5.191 5.709 2.707 0.327
H 5.743 5.766 4.411 0.285
C -1.092 7.527 -1.828 -0.860
N 0.176 7.138 -1.152 0.938
O 0.251 7.313 0.051 -0.563
O 1.051 6.673 -1.851 -0.546
H -1.776 7.924 -1.087 0.261
H -0.850 8.276 -2.568 0.450
H -1.501 6.631 -2.291 0.306
C 0.905 -9.374 3.979 -0.813
N 0.144 -8.130 4.269 0.820
O -0.480 -8.082 5.308 -0.545
O 0.204 -7.246 3.437 -0.411
H 0.761 -10.069 4.801 0.330
H 0.517 -9.786 3.051 0.278
H 1.953 -9.099 3.882 0.287
C 2.029 -4.308 3.485 -0.581
N 3.200 -5.136 3.882 0.958
O 4.283 -4.835 3.426 -0.563
O 2.987 -6.064 4.644 -0.565
H 2.363 -3.525 2.811 0.345
H 1.318 -4.965 2.990 0.110
H 1.607 -3.881 4.392 0.292
C 2.569 -6.813 -2.554 -0.811
N 1.767 -5.977 -1.621 0.855
O 2.027 -4.792 -1.571 -0.438
O 0.909 -6.544 -0.976 -0.515
H 3.290 -6.177 -3.058 0.308
H 3.070 -7.575 -1.963 0.315
H 1.880 -7.258 -3.268 0.295
C -4.005 9.539 -4.846 -0.741
N -2.733 9.164 -4.172 0.858
O -2.660 9.339 -2.970 -0.518
O -1.855 8.707 -4.874 -0.484
H -4.691 9.929 -4.101 0.319
H -3.770 10.297 -5.590 0.277
H -4.407 8.642 -5.310 0.287
C -1.977 -5.132 -6.483 -0.686
N -3.431 -4.828 -6.399 0.922
O -4.210 -5.758 -6.511 -0.566
O -3.732 -3.669 -6.221 -0.483
H -1.854 -6.199 -6.641 0.294
H -1.573 -4.567 -7.319 0.278
H -1.523 -4.823 -5.543 0.234
C 7.271 6.124 -0.934 -0.734
N 6.529 6.974 0.035 0.820
O 6.823 8.152 0.092 -0.531
O 5.678 6.423 0.701 -0.460
H 7.995 6.743 -1.456 0.307
H 7.769 5.341 -0.368 0.284
H 6.545 5.708 -1.627 0.293
```

Computed, not measured: a molecular structure, C20H53B2CuN3O14V2, with the ωB97M-V functional and the def2-TZVPD basis.

Properties
- energy relative to the best compared isomer or geometry (same formula, charge and spin) (kJ/mol) = 0.0
- total charge = -1
- E_HOMO (hartree) = -0.195
- 2S+1 = 3
- electronic energy (Eh) = -5589.61062
- expectation value of S² = 2.0415
- largest force on an atom (eV Å⁻¹) = 7.172

```
95
Properties=species:S:1:pos:R:3:mulliken_charge:R:1
O -1.448 1.832 1.143 -0.522
V 0.019 1.269 1.205 0.510
O 2.854 -2.537 0.853 -0.525
V 1.347 -2.094 0.920 0.652
Cu -0.732 -1.293 -2.283 1.186
C 1.284 0.012 -0.781 1.082
O 1.164 -1.218 -1.139 -0.866
O 1.740 0.124 0.397 -0.788
O 0.272 0.819 -0.953 -0.365
C 0.230 -0.725 2.982 1.254
O 1.366 -1.338 3.002 -0.825
O -0.032 0.439 3.399 -0.567
O -0.298 -0.935 1.796 -1.157
B 0.142 -4.120 0.696 0.702
H -0.642 -3.853 1.567 -0.255
H 1.218 -3.987 1.107 0.057
H -0.051 -5.233 0.304 -0.216
H -0.005 -3.354 -0.168 -0.324
B 1.194 2.976 2.103 0.866
H 1.202 2.999 0.939 -0.155
H 1.670 4.005 2.472 -0.211
H 0.088 2.889 2.423 -0.106
H 1.850 2.055 2.516 -0.342
C 4.593 0.941 2.528 -0.714
O 4.234 0.587 3.847 -0.278
C 4.571 -0.704 4.226 -0.243
C 4.098 -0.997 5.640 -0.979
N 2.724 -0.603 5.887 0.163
C 2.383 -0.505 7.303 -0.721
C 0.872 -0.344 7.441 -0.653
O 0.481 0.786 6.735 -0.177
C -0.840 1.172 6.997 -0.817
H 4.237 1.947 2.315 0.186
H 4.105 0.292 1.798 0.127
H 5.692 0.963 2.543 0.406
H 5.662 -0.883 4.224 0.421
H 4.115 -1.450 3.559 0.068
H 4.772 -0.563 6.382 0.480
H 4.173 -2.097 5.757 0.336
H 2.102 -1.263 5.435 -0.148
H 2.787 0.432 7.700 0.347
H 2.802 -1.397 7.794 0.396
H 0.674 -0.243 8.521 0.442
H 0.396 -1.267 7.069 0.330
H -1.044 1.145 8.077 0.378
H -1.561 0.533 6.472 0.253
H -0.982 2.194 6.651 0.246
C -2.214 6.193 -5.017 -0.804
O -1.380 5.524 -4.120 -0.291
C -2.069 5.094 -2.958 -0.910
C -1.273 4.061 -2.188 -0.469
N -1.334 2.730 -2.763 0.223
C -0.809 2.673 -4.116 -0.654
C -0.250 1.289 -4.443 -1.036
O -1.179 0.275 -4.159 0.515
C -1.911 -0.203 -5.270 -0.990
H -2.944 5.483 -5.449 0.323
H -1.639 6.636 -5.824 0.253
H -2.862 6.939 -4.534 0.308
H -3.061 4.691 -3.208 0.378
H -2.235 5.963 -2.306 0.469
H -1.765 4.080 -1.213 0.406
H -0.251 4.452 -2.081 0.366
H -0.747 2.120 -2.198 -0.363
H -0.078 3.449 -4.392 0.405
H -1.616 2.949 -4.818 0.213
H 0.560 1.220 -3.703 0.248
H 0.202 1.269 -5.437 0.530
H -2.422 -1.099 -4.923 0.097
H -1.264 -0.455 -6.114 0.316
H -2.670 0.523 -5.582 0.258
C 1.189 -2.210 -4.615 -0.706
O -0.135 -2.616 -4.251 -0.057
C -0.202 -3.963 -3.838 -0.681
C -1.549 -4.241 -3.202 -0.984
N -1.692 -3.363 -2.048 0.870
C -3.077 -3.261 -1.549 -0.915
C -3.111 -2.135 -0.538 -0.510
O -2.668 -0.915 -1.070 -0.046
C -3.635 -0.253 -1.895 -0.504
H 1.815 -2.106 -3.727 0.199
H 1.012 -1.272 -5.132 0.090
H 1.642 -2.950 -5.282 0.428
H 0.619 -4.217 -3.153 0.459
H -0.046 -4.620 -4.710 0.377
H -1.568 -5.302 -2.923 0.371
H -2.324 -4.073 -3.953 0.362
H -1.184 -3.781 -1.272 -0.171
H -3.381 -4.225 -1.122 0.451
H -3.780 -3.082 -2.368 0.377
H -2.491 -2.367 0.335 0.028
H -4.093 -2.034 -0.048 0.418
H -4.122 -0.967 -2.565 0.278
H -3.101 0.527 -2.431 -0.127
H -4.392 0.164 -1.225 0.270
```

Computed, not measured: a molecular structure, C20H54ClF6NO17S2Zr, with the ωB97M-V functional and the def2-TZVPD basis.

Properties
- total charge = +2
- E_HOMO (hartree) = -0.498
- electronic energy (Eh) = -4029.84900
- largest force on an atom (eV Å⁻¹) = 6.833

```
102
Properties=species:S:1:pos:R:3:mulliken_charge:R:1
Zr 2.276 0.189 3.340 1.983
Cl 3.491 -3.382 2.511 1.743
O 4.576 -2.881 1.763 -0.611
O 3.889 -3.811 3.827 -0.655
O 2.577 -2.246 2.699 -0.456
O 2.932 -4.504 1.876 -0.532
C -0.315 2.199 0.055 0.400
F -1.182 1.806 -0.852 -0.043
F 0.101 3.393 -0.245 -0.076
F -0.893 2.186 1.250 -0.195
S 1.110 0.905 0.018 0.715
O 0.869 0.062 -1.088 -0.434
O 2.324 1.676 -0.016 -0.714
N 1.104 0.047 1.625 0.354
S -0.182 -0.973 1.336 0.032
O -0.392 -1.446 2.700 -0.478
O -1.396 -0.406 0.802 0.094
C 0.524 -2.505 0.254 0.261
F -0.276 -2.589 -0.768 -0.066
F 1.780 -2.287 -0.053 0.182
F 0.370 -3.582 0.965 -0.127
C 1.261 3.006 -3.678 -0.945
C 2.705 2.517 -3.574 0.150
O 3.545 3.518 -4.096 -0.552
H 0.488 2.380 -3.229 0.115
H 1.020 3.252 -4.712 0.459
H 1.227 3.955 -3.133 0.294
H 2.766 1.605 -4.177 0.211
H 2.902 2.187 -2.554 -0.033
H 3.311 3.750 -4.999 0.336
C 1.037 -6.116 -1.839 -1.147
C 1.652 -4.951 -2.593 0.287
O 1.860 -5.375 -3.939 -0.563
H 1.032 -5.917 -0.763 0.240
H 1.597 -7.033 -2.017 0.364
H 0.003 -6.271 -2.151 0.344
H 2.557 -4.614 -2.091 0.126
H 0.896 -4.160 -2.529 0.006
H 1.008 -5.478 -4.372 0.346
C -1.142 5.883 -1.972 -0.627
C -0.662 7.164 -2.693 -0.391
O -1.535 7.390 -3.802 -0.498
H -1.394 5.090 -2.675 0.364
H -2.038 6.115 -1.391 0.409
H -0.511 5.540 -1.149 -0.094
H 0.343 7.100 -3.114 0.260
H -0.709 7.965 -1.959 0.298
H -1.466 6.632 -4.388 0.286
C -3.999 -4.959 0.196 -1.195
C -2.745 -4.663 0.964 0.160
O -2.645 -3.335 1.513 -0.351
H -4.184 -6.032 0.125 0.377
H -3.986 -4.418 -0.748 0.279
H -4.899 -4.734 0.780 0.356
H -1.873 -4.595 0.312 -0.104
H -2.621 -5.370 1.788 0.302
H -3.527 -3.129 1.847 0.216
C 1.827 4.533 1.914 -0.873
C 2.580 3.669 2.903 -0.372
O 2.906 2.298 2.464 -0.393
H 2.001 5.582 2.141 0.458
H 0.805 4.191 1.795 0.101
H 2.320 4.403 0.944 0.298
H 2.029 3.678 3.847 0.457
H 3.521 4.155 3.165 0.329
H 3.280 2.525 1.588 0.199
C 4.558 -2.256 -2.396 -1.291
C 4.074 -0.848 -2.111 0.250
O 4.459 -0.590 -0.760 -0.498
H 4.128 -2.627 -3.328 0.345
H 4.283 -2.922 -1.578 0.238
H 5.647 -2.290 -2.470 0.449
H 2.986 -0.799 -2.098 -0.028
H 4.529 -0.161 -2.827 0.325
H 5.420 -0.640 -0.722 0.275
C -4.126 3.010 1.711 -0.581
C -5.626 3.216 1.580 -0.515
O -6.315 3.647 2.754 -0.514
H -3.646 3.892 2.140 0.306
H -3.665 2.786 0.749 0.125
H -3.918 2.174 2.385 0.286
H -6.177 2.342 1.224 0.284
H -5.807 4.023 0.870 0.322
H -6.128 3.009 3.451 0.284
C -3.487 -0.699 -1.265 -0.125
C -4.490 0.037 -2.121 -0.505
O -4.795 -0.589 -3.353 -0.542
H -3.797 -1.736 -1.120 0.128
H -3.403 -0.222 -0.293 0.072
H -2.516 -0.777 -1.760 0.123
H -4.138 1.062 -2.274 0.197
H -5.421 0.061 -1.548 0.333
H -5.740 -0.607 -3.506 0.337
C 0.379 -3.243 5.213 -0.826
C 1.376 -2.216 5.741 -0.318
O 1.240 -0.927 5.010 -0.440
H 0.489 -4.231 5.656 0.409
H 0.489 -3.381 4.133 -0.001
H -0.687 -3.006 5.148 0.390
H 2.318 -2.729 5.550 0.322
H 1.212 -1.981 6.790 0.410
H 0.466 -0.569 5.479 0.309
```

Q: Number 2 is which compound?
A: C20H53B2CuN3O14V2

Q: What is the formula in the third record?
A: C20H54ClF6NO17S2Zr